{
  "formula": "C5H10O2",
  "method": "ωB97M-V/def2-TZVPD",
  "symbols": ["O", "O", "C", "C", "C", "C", "C", "H", "H", "H", "H", "H", "H", "H", "H", "H", "H"],
  "xyz": [[1.02247, 2.07244, 1.08683], [-1.06353, 1.37725, 0.72941], [0.30277, 1.18697, 0.71847], [0.33268, -2.48736, -0.56385], [-0.30400, -1.09520, -0.34299], [-0.83364, -0.39619, -1.61023], [0.73124, -0.19147, 0.37343], [-1.10993, 2.24114, 1.17690], [1.18457, -0.65931, 1.24663], [-1.11818, -1.26181, 0.36869], [-1.91016, -0.27724, -1.59513], [-0.51526, -0.99728, -2.46504], [1.33789, -2.60729, -0.15698], [1.52981, -0.16305, -0.36941], [-0.26925, -3.20421, -0.01338], [-0.38831, 0.58809, -1.75763], [0.33414, -2.74078, -1.62419]],
  "forces_ev_per_a": [[0.37, 0.13, -0.11], [1.01, 0.04, 0.24], [-0.97, 0.20, 0.65], [-0.44, 0.12, 0.01], [0.17, 0.32, 1.30], [0.62, -0.52, -0.04], [0.00, -0.95, -1.47], [-0.42, -0.06, -0.26], [-0.22, 0.04, 0.20], [-0.13, 0.23, -0.24], [-0.12, -0.05, -0.11], [-0.36, 0.12, -0.17], [0.10, 0.31, -0.17], [0.40, 0.57, 0.21], [-0.07, -0.37, -0.24], [-0.06, 0.06, 0.10], [0.10, -0.20, 0.10]],
  "multiplicity": 1,
  "charge": 0,
  "homo_lumo_gap_ev": 11.30,
  "smiles": "CC(C)CC(=O)O",
  "de_lowest_kcal_mol": 15.66
}